Entry 1
# H16O8

8 unconnected molecules or ions with the total composition H16O8 (ωB97M-V/def2-TZVPD, the OMol25 dataset).

```
! RIJCOSX wB97M-V def2-TZVPD def2/J DEFGRID3
* xyz 0 1
O -0.54590 0.08713 1.79368
H -0.10438 0.58522 1.05365
H -1.17470 -0.45018 1.17110
O 0.85056 -2.56906 -1.61172
H 1.55601 -2.87722 -2.19497
H 1.27580 -2.69126 -0.76815
O -0.93544 -1.51791 -2.47557
H -0.68184 -2.46294 -2.45314
H -1.72732 -1.55985 -2.92977
O -4.09741 -0.68175 -0.89653
H -3.15920 -0.59078 -0.97196
H -4.09579 -1.36964 -0.14697
O 3.42547 1.65592 0.77284
H 4.40899 1.58762 0.94296
H 3.19456 1.15086 -0.00219
O -1.26966 2.43721 0.80911
H -1.73696 1.59797 0.86603
H -0.97061 2.53315 -0.13281
O 0.31756 1.47105 2.81459
H 0.03617 2.04110 2.17493
H -0.09612 1.89321 3.59761
O 1.70878 0.30157 -0.51243
H 2.06669 -0.28094 -1.19749
H 1.75473 -0.29052 0.29720
*
```

## Properties
E_LUMO = -0.10 eV
HOMO-LUMO gap = 9.02 eV
HOMO = -0.335 hartree
SMILES = O.O.O.O.O.O.O.O

=====

Entry 2
# H16O8

8 unconnected molecules or ions with the total composition H16O8 (ωB97M-V/def2-TZVPD, the OMol25 dataset).

```
! RIJCOSX wB97M-V def2-TZVPD def2/J DEFGRID3
* xyz 0 1
O -21.80667 14.27445 -21.79249
H -22.75454 14.38526 -21.71825
H -21.44182 15.08615 -21.43999
O -18.17232 16.69174 -21.69070
H -17.87930 15.78085 -21.66481
H -19.09864 16.65271 -21.45274
O -19.79602 17.00948 -18.29964
H -19.77095 17.37843 -17.41677
H -19.02921 16.43820 -18.34287
O -20.91815 16.78239 -20.77071
H -20.53633 16.78245 -19.89296
H -21.47114 17.56341 -20.79191
O -22.27766 20.35198 -20.17236
H -21.56465 20.45062 -20.80333
H -22.96047 19.88406 -20.65304
O -23.83528 17.08095 -20.70680
H -23.89774 16.23433 -20.26456
H -24.41253 17.65679 -20.20538
O -20.82827 20.04021 -22.45109
H -21.61113 19.68645 -22.87324
H -20.09922 19.61455 -22.90222
O -18.22049 14.91472 -19.00016
H -18.50471 14.65301 -19.87592
H -17.33554 15.25669 -19.12725
*
```

## Properties
E_LUMO = 0.28 eV
HOMO-LUMO gap = 11.24 eV
HOMO = -0.403 hartree
SMILES = O.O.O.O.O.O.O.O

=====

Entry 3
# H16O8

8 unconnected molecules or ions with the total composition H16O8 (ωB97M-V/def2-TZVPD, the OMol25 dataset).

```
! RIJCOSX wB97M-V def2-TZVPD def2/J DEFGRID3
* xyz 0 1
O -1.15321 0.39092 2.82957
H -1.11320 -0.56288 2.97930
H -2.09291 0.60625 2.85957
O 2.87097 -0.43512 -0.76387
H 2.05124 -0.55427 -0.25560
H 2.60263 -0.56952 -1.67886
O -1.70874 1.26473 -1.69071
H -2.18596 2.05593 -1.41237
H -1.67724 1.31697 -2.65412
O -3.17456 -1.76461 -2.34605
H -3.63022 -1.27947 -3.04226
H -2.53485 -1.13788 -1.98170
O 1.84665 2.24402 0.50782
H 2.52266 1.68784 0.08314
H 1.28643 2.54136 -0.21597
O 0.10287 -0.32169 0.09413
H -0.53995 0.17484 -0.42895
H -0.09890 -0.10323 1.01581
O -0.01007 -3.05006 -1.33907
H -0.02141 -2.86601 -0.39240
H -0.55897 -3.83439 -1.45292
O 2.79285 1.36827 3.03654
H 2.08267 1.28527 2.38019
H 2.34123 1.54273 3.86879
*
```

## Properties
E_LUMO = -0.16 eV
HOMO-LUMO gap = 10.43 eV
HOMO = -0.389 hartree
SMILES = O.O.O.O.O.O.O.O

=====

Entry 4
# H16O8

8 unconnected molecules or ions with the total composition H16O8 (ωB97M-V/def2-TZVPD, the OMol25 dataset).

```
! RIJCOSX wB97M-V def2-TZVPD def2/J DEFGRID3
* xyz 0 1
O 6.77439 4.35158 3.72288
H 7.07765 3.68405 4.28981
H 5.95098 3.97033 3.35585
O 4.19021 7.31860 5.01053
H 4.05427 8.24365 5.16021
H 5.02062 7.10398 4.47000
O 3.62625 4.57569 4.05100
H 3.46375 5.54584 4.11383
H 3.24096 4.33232 4.86037
O 8.86506 5.29023 5.99627
H 8.39892 6.15382 6.06426
H 8.92744 4.95906 6.89339
O 7.23104 7.79751 6.82276
H 6.61805 8.09163 6.09996
H 6.80110 7.10195 7.30413
O 9.65772 5.67189 3.07547
H 9.63297 5.58954 4.03215
H 9.12766 4.91740 2.81034
O 5.87820 5.19119 6.94718
H 5.15305 5.77941 6.67908
H 6.25630 5.05337 6.07270
O 7.06649 7.03940 3.97658
H 7.90752 7.48818 4.15154
H 7.30598 6.15830 3.67564
*
```

## Properties
E_LUMO = 0.20 eV
HOMO-LUMO gap = 11.42 eV
HOMO = -0.412 hartree
SMILES = O.O.O.O.O.O.O.O

=====

entry 4 is preferred energetically. Next in line: 8.9 kcal/mol higher.

=====

Entry 1
# C6H6

A single C6H6 molecule (ωB97M-V/def2-TZVPD, the OMol25 dataset).

```
! RIJCOSX wB97M-V def2-TZVPD def2/J DEFGRID3
* xyz 0 1
C 0.74867 2.21796 1.83713
C -0.31281 1.48979 1.42114
C -0.24287 0.50992 0.25154
C -0.42594 -0.51910 -0.37376
C -0.46884 -1.73209 -1.10653
C 0.46350 -1.95801 -2.01537
H 1.71967 1.94386 1.26527
H 0.68779 3.02151 2.62077
H -1.43974 1.49637 1.75550
H -1.28633 -2.57036 -0.70950
H 1.21401 -1.11062 -2.28398
H 0.53436 -2.83157 -2.73298
*
```

## Properties
E_LUMO = 0.59 eV
HOMO-LUMO gap = 9.30 eV
HOMO = -0.320 hartree
SMILES = C=CC#CC=C

=====

Entry 2
# C6H6

A single C6H6 molecule (ωB97M-V/def2-TZVPD, the OMol25 dataset).

```
! RIJCOSX wB97M-V def2-TZVPD def2/J DEFGRID3
* xyz 0 1
C 1.16913 1.36711 -0.91294
C -0.16069 0.72855 -0.91849
C -0.46695 -0.26468 -0.03860
C -1.62017 -1.19667 0.18494
C -0.95396 -2.01407 1.02268
C -0.18902 -0.83734 1.25958
H 0.87553 2.48797 -0.99229
H 1.70972 1.07044 -1.84627
H 1.57508 0.99161 0.08974
H -0.82635 0.86734 -1.69797
H -1.25133 -2.89017 1.59024
H 0.13901 -0.31009 2.25937
*
```

## Properties
E_LUMO = 0.42 eV
HOMO-LUMO gap = 8.77 eV
HOMO = -0.307 hartree
SMILES = C/C=C1/C2=C[C@H]21

=====

entry 1 is preferred energetically. Next in line: 37.8 kcal/mol higher.